No. 1
14
Properties=species:S:1:pos:R:3:forces:R:3:nbo_charge:R:1 method="wB97M-V/def2-TZVPD" orbital_gap_ev=9.36 max_force_ev_per_a=7.674 homo_ev=-8.746 relative_energy_ev=5.422
C -0.65172 -0.24677 -0.30212 0.869 -3.629 1.698 0.246
C 1.56910 0.92193 0.04123 0.401 -1.976 -1.881 0.281
H -2.80960 -0.91416 -0.03314 0.549 1.181 0.255 0.339
H -3.33324 0.61608 0.91018 2.497 -2.056 -4.193 0.352
H -1.13204 -1.37344 0.00666 1.922 2.811 -1.232 0.145
H 2.41700 -1.35330 -0.65195 -2.796 -1.012 1.609 0.366
H 1.70640 -1.58797 0.93456 -0.601 0.203 -2.286 0.344
H 2.58771 0.55078 0.32276 -0.697 0.539 -0.366 0.150
H 0.38053 2.19885 -0.13045 -7.512 1.189 -1.021 0.346
N -2.78870 0.12613 -0.12232 -2.461 3.294 3.211 -0.680
N -1.43885 0.74476 -0.29717 -1.516 -2.389 0.589 -0.305
N 0.77146 -0.26535 -0.38847 0.166 1.145 1.581 -0.342
N 1.44344 -1.53873 -0.12322 2.382 1.608 0.182 -0.627
N 1.27850 2.12119 -0.16654 6.797 -0.910 1.855 -0.615

No. 2
55
Properties=species:S:1:pos:R:3:forces:R:3:nbo_charge:R:1 method="wB97M-V/def2-TZVPD" orbital_gap_ev=8.83 max_force_ev_per_a=17.154 homo_ev=-8.787 relative_energy_ev=19.301
C 0.03442 3.05549 3.88839 -1.144 1.446 3.438 -0.624
C 0.52200 2.04795 3.03671 0.109 -4.989 -2.501 -0.410
C 0.66903 0.62389 3.80625 -6.713 -0.938 -9.111 -0.347
C 1.35932 -0.41132 2.81922 -2.341 0.954 -1.820 -0.367
H 2.13519 0.03998 2.35297 3.481 1.628 -0.372 0.217
H 1.65299 -1.26735 3.33473 0.494 -1.548 0.759 0.200
C 0.72362 -0.88701 1.40394 -5.273 -6.252 12.319 0.187
C 0.60899 -0.04380 0.42916 4.269 7.125 -6.661 0.587
O 1.68333 0.46406 0.09258 0.537 0.381 -0.562 -0.627
N -0.46792 0.19602 -0.27774 -1.777 -6.549 8.605 -0.388
N -0.50529 0.74602 -1.34940 -1.407 8.248 -10.870 -0.266
C -0.91616 2.09393 -1.33008 -0.268 7.106 -1.766 0.875
O -1.14228 3.10821 -2.34025 1.323 -7.268 5.449 -0.692
O -0.93687 2.57258 0.03183 -1.147 -1.630 -3.237 -0.537
C -1.38910 3.95158 0.24255 12.798 0.177 -6.852 -0.115
C -2.48818 4.14692 0.85931 -12.326 3.044 6.667 -0.636
H -2.77975 5.32663 1.12444 1.190 -3.119 -0.734 0.239
H -2.54007 3.58023 1.79281 0.384 0.405 0.628 0.214
H -3.44046 3.74987 0.46877 0.329 0.329 -0.959 0.219
H -1.13356 4.52171 -0.71797 -1.119 -0.948 1.024 0.241
H -0.52892 4.29006 0.84699 -0.222 0.073 0.197 0.189
C -0.18344 0.20486 -2.73752 -7.528 4.160 1.156 0.212
C 0.85254 -0.55310 -2.81516 -4.226 -1.040 -12.706 -0.270
C 1.13565 -1.14919 -4.12605 -10.197 3.219 1.291 -0.109
C -0.14036 -1.18209 -4.96397 7.687 1.391 -1.345 -0.230
C -1.09506 -0.14939 -4.83376 -1.923 -1.839 -5.823 -0.235
C -1.36219 0.59104 -3.80580 9.783 -4.283 3.843 -0.120
H -2.13910 0.97371 -3.41999 -5.464 3.685 2.002 0.210
H -1.70444 -0.04440 -5.81349 0.502 -0.210 1.803 0.210
H 0.23224 -1.41077 -6.05408 -1.631 -0.289 1.922 0.215
H 1.82021 -1.82686 -4.14420 4.507 -3.901 -0.974 0.182
H 1.37305 -0.60429 -2.10813 8.181 -1.059 10.371 0.197
H -1.24729 -0.25900 0.17393 -0.983 -0.013 -0.433 0.408
C 1.18706 -2.21802 0.98079 1.851 -2.549 2.523 -0.369
C 0.45140 -2.91962 -0.12977 3.074 -3.968 4.473 -0.402
H -0.44678 -3.27696 0.42384 0.294 -0.093 -1.173 0.210
H 0.23075 -2.30503 -0.85686 -1.301 2.879 -4.102 0.192
C 1.39210 -4.16723 -0.56749 -16.925 -0.971 2.622 -0.334
C 0.41312 -4.89114 -1.69852 4.751 6.208 -1.397 -0.591
H -0.49589 -5.23347 -1.44649 -3.305 -0.489 0.918 0.203
H 0.98923 -5.60829 -2.05200 2.378 -4.344 -1.232 0.194
H 0.59954 -4.21873 -2.64385 -1.758 -0.666 1.581 0.192
H 2.18231 -4.03642 -0.95035 11.177 2.014 -4.585 0.165
H 1.16358 -4.87270 0.15824 1.296 -1.168 2.016 0.203
H 1.28033 -3.12106 1.87646 -0.376 3.055 -1.910 0.201
H 2.21798 -1.92141 0.82793 0.753 -0.776 -0.861 0.229
O -0.76781 -1.03691 1.87571 0.091 0.385 -1.714 -0.818
H -0.83269 -1.61148 2.62006 0.253 -0.700 0.728 0.473
H -0.38634 0.15549 3.98840 1.968 1.244 0.509 0.198
H 1.32084 0.62591 4.47865 4.785 0.436 6.590 0.180
H -0.13434 1.80901 2.10675 0.839 0.694 1.666 0.218
H 1.48714 2.23952 2.62423 0.871 0.341 -0.311 0.204
H -0.21852 3.99825 3.55873 0.289 2.348 -1.904 0.216
H -0.96974 2.82878 4.19325 -0.527 -0.820 1.033 0.204
H 0.67459 3.28533 4.76530 -0.366 -0.558 -0.217 0.203

No. 3
15
Properties=species:S:1:pos:R:3:forces:R:3:nbo_charge:R:1 method="wB97M-V/def2-TZVPD" orbital_gap_ev=8.45 max_force_ev_per_a=3.743 homo_ev=-7.711 relative_energy_ev=4.479
C 2.96794 -0.01331 -0.09941 -0.164 0.380 0.705 1.054
C -0.17203 1.16541 0.06690 1.823 -0.435 -1.185 -0.097
C -1.53298 -0.55024 -0.68827 0.393 -3.456 -1.382 -0.108
N -0.69237 0.34852 -1.16101 1.312 2.177 0.386 -0.586
N 0.36362 0.13924 0.85027 0.735 -0.307 1.025 -0.539
N -0.66330 -0.70521 1.10749 -2.810 0.591 -0.371 -0.477
O 3.24621 -1.03276 0.37932 -0.003 0.143 -0.457 -0.516
O 2.74658 1.04757 -0.52862 0.350 -0.614 -0.227 -0.547
H 0.66336 1.82476 -0.28013 -1.080 -0.405 0.396 0.221
H -0.99622 1.70166 0.44915 -1.244 0.824 0.516 0.146
H -2.52145 -0.32225 -0.49078 -1.775 1.418 1.035 0.169
H -1.62453 -1.50847 -1.26693 0.868 0.481 0.830 0.188
H 0.21235 0.01908 -1.49640 -0.655 -0.609 -0.384 0.378
H -1.43946 -0.46762 1.76890 0.506 1.044 -0.704 0.331
H -0.55772 -1.64639 1.38951 1.744 -1.231 -0.183 0.383

No. 4
96
Properties=species:S:1:pos:R:3:forces:R:3:mulliken_charge:R:1 method="wB97M-V/def2-TZVPD" orbital_gap_ev=9.65 max_force_ev_per_a=2.465 homo_ev=-9.502 relative_energy_ev=1.096
C -17.66334 -29.07910 -9.32520 0.420 -2.098 -0.446 0.071
C -18.44803 -28.26618 -10.31273 -0.424 1.375 -0.193 -0.768
O -19.86451 -28.48542 -10.27540 0.309 -0.068 0.180 -0.522
H -17.66809 -28.85186 -8.26193 -0.230 0.717 -0.150 -0.181
H -16.63471 -29.24975 -9.65991 0.147 0.634 0.076 0.289
H -18.02437 -30.11715 -9.38001 -0.274 0.087 0.075 0.067
H -18.12639 -28.35896 -11.35350 0.357 -0.534 0.131 0.420
H -18.30044 -27.19685 -10.13124 -0.175 -0.024 0.234 0.259
H -20.03272 -29.28463 -10.78372 -0.116 -0.010 0.099 0.311
C -10.77740 -25.60974 -4.74348 0.613 -2.371 0.275 -1.296
C -11.08909 -26.80546 -5.69393 -0.452 1.646 0.777 -0.280
O -12.47373 -26.67470 -6.05697 0.044 -0.183 -0.532 -0.266
H -11.24644 -25.77854 -3.77221 -0.597 0.439 -0.173 0.299
H -11.06756 -24.70998 -5.26818 0.155 0.342 0.345 0.293
H -9.71935 -25.70806 -4.47091 0.108 0.682 -0.433 0.424
H -10.90541 -27.79974 -5.29646 0.228 0.063 0.060 0.367
H -10.46929 -26.60657 -6.56683 -0.295 -0.498 -0.356 0.319
H -13.05466 -27.17363 -5.47036 0.178 -0.211 0.181 0.134
C -17.16317 -32.62079 -10.84114 -1.199 0.737 1.390 -1.113
C -16.00399 -32.69776 -9.82434 0.548 0.408 -1.726 0.690
O -15.76127 -34.00023 -9.33913 -0.301 0.002 0.670 -0.544
H -17.56400 -33.55458 -11.22999 0.795 -0.170 -0.390 0.379
H -17.02025 -31.83185 -11.57912 0.246 -0.368 -0.318 0.287
H -18.03462 -32.26541 -10.27036 -0.018 0.014 -0.074 0.286
H -16.18961 -31.95793 -9.04361 -0.025 -0.556 0.459 -0.479
H -15.09339 -32.33394 -10.31897 -0.030 -0.011 0.062 0.206
H -15.12585 -34.41709 -9.92299 0.019 -0.034 -0.037 0.340
C -13.09117 -34.51726 -4.87038 1.143 -1.279 0.790 -1.127
C -14.38056 -33.83055 -4.51337 0.536 0.572 -0.804 -0.292
O -14.24034 -32.40406 -4.65669 -0.344 -0.006 -0.121 -0.295
H -13.15990 -35.61226 -4.81871 -0.533 0.075 -0.051 0.412
H -12.32296 -34.33820 -4.10888 -0.001 0.443 -0.166 0.295
H -12.64686 -34.33561 -5.84738 -0.387 0.551 -0.065 0.258
H -14.65360 -34.03899 -3.47931 -0.319 -0.295 -0.155 0.287
H -15.13414 -34.11852 -5.24694 -0.316 -0.036 0.412 0.294
H -13.94535 -32.01318 -3.82923 0.168 -0.115 -0.138 -0.023
C -19.64629 -27.42354 -6.79982 0.277 0.615 0.004 0.034
C -20.78763 -26.69564 -6.12428 -0.885 0.761 -0.983 -0.953
O -21.08137 -27.06472 -4.79975 -0.139 -0.368 0.061 -0.501
O -18.38075 -27.02888 -6.25309 -0.029 -0.411 0.041 -0.244
H -19.59653 -27.15368 -7.85481 -0.142 0.300 0.014 0.197
H -19.80448 -28.50443 -6.83151 0.090 -0.113 0.559 0.282
H -21.68123 -26.82588 -6.74708 -0.121 -0.680 0.336 0.414
H -20.72285 -25.60199 -6.19823 0.832 -0.015 0.091 0.295
H -20.41941 -26.70965 -4.20080 0.085 -0.044 -0.053 0.312
H -18.37423 -27.20462 -5.30329 0.008 -0.103 -0.049 -0.001
C -17.86813 -29.39840 -3.30237 0.644 -0.095 -0.541 -0.509
C -16.87876 -28.44512 -2.67067 0.299 -0.490 1.424 0.111
O -16.62557 -27.29241 -3.47410 -0.332 -0.022 0.029 -0.452
O -19.21329 -28.96489 -3.31957 0.238 0.265 0.041 -0.420
H -17.78728 -30.38003 -2.83060 0.149 0.050 0.118 0.596
H -17.51439 -29.52186 -4.33445 -0.298 -0.087 -0.082 -0.018
H -15.93243 -28.96027 -2.46344 -0.024 -0.190 -0.528 -0.277
H -17.16477 -28.19939 -1.64036 -0.468 0.449 -0.274 0.549
H -16.59297 -26.52136 -2.90017 0.013 0.054 -0.113 0.232
H -19.70581 -29.50708 -2.70037 -0.167 0.105 -0.001 0.297
C -14.88753 -25.19779 -8.13893 -0.595 -0.496 0.078 -0.189
C -15.52196 -24.55397 -6.90901 0.348 1.147 -0.630 -0.049
O -15.03226 -23.18730 -6.88492 0.331 -0.992 0.405 -0.614
O -13.48210 -25.11257 -8.07447 0.229 0.176 0.083 -0.654
H -15.25426 -24.64118 -9.00317 0.337 0.026 -0.109 0.383
H -15.18035 -26.24687 -8.28600 -0.239 0.080 0.183 0.011
H -15.24365 -25.10610 -6.00521 -0.094 0.091 0.143 0.049
H -16.59824 -24.41861 -6.99001 -0.094 -0.576 0.035 0.241
H -14.08168 -23.31653 -7.04398 -0.148 0.364 -0.013 0.388
H -13.15544 -25.70628 -7.36242 -0.086 0.184 -0.248 0.544
C -11.88840 -29.26964 -9.44085 1.638 1.278 0.315 -0.280
C -10.74303 -29.54345 -8.45405 -0.908 -0.740 -0.113 -0.493
O -11.23381 -29.62217 -7.11273 0.061 -0.066 -0.404 -0.312
O -12.72716 -30.37344 -9.60688 -0.415 -0.048 -0.059 -0.589
H -11.41875 -29.00168 -10.39191 -0.196 -0.428 -0.221 0.447
H -12.34010 -28.32284 -9.11492 -0.675 -0.314 0.088 0.015
H -9.96488 -28.78505 -8.49035 -0.040 0.083 -0.002 0.393
H -10.34952 -30.52438 -8.74719 0.397 0.121 0.062 0.272
H -11.95733 -30.26454 -7.14881 0.012 0.100 0.307 0.112
H -13.26792 -30.49253 -8.81506 -0.051 -0.014 0.126 0.195
C -13.43687 -30.31126 -2.40273 0.618 0.228 0.733 -0.140
C -12.46681 -29.35471 -3.08144 -0.165 0.691 -0.708 0.308
O -11.91010 -29.90037 -4.28018 -0.471 0.188 0.666 -0.530
O -13.82943 -29.84966 -1.11495 -0.293 0.225 0.028 -0.565
H -12.97842 -31.29974 -2.27575 -0.058 -0.108 -0.379 0.417
H -14.35676 -30.33244 -2.98687 0.074 -0.267 -0.099 -0.181
H -11.66503 -28.97444 -2.44453 0.114 -0.553 0.265 0.469
H -13.04830 -28.46510 -3.35038 0.174 -0.083 0.263 -0.040
H -12.46264 -29.54142 -4.98761 0.155 -0.247 -0.204 -0.056
H -13.07601 -29.87453 -0.51758 0.054 -0.001 -0.085 0.342
C -15.28611 -29.98761 -6.64188 0.080 -0.095 -0.479 -0.177
C -15.10159 -28.55032 -6.21845 0.328 0.226 0.503 1.076
O -14.55027 -28.50827 -4.88027 0.061 0.227 -0.508 -0.197
O -14.07407 -30.70881 -6.89154 0.152 0.443 0.172 0.139
H -15.82218 -29.99983 -7.59322 -0.381 -0.004 0.233 -0.828
H -15.80024 -30.54462 -5.85673 -0.454 0.182 -0.137 0.482
H -16.03355 -27.97971 -6.21903 -0.254 -0.356 -0.158 -0.023
H -14.42611 -28.00958 -6.88765 0.127 -0.269 -0.107 -0.294
H -15.11550 -27.92109 -4.34855 -0.044 -0.045 -0.119 0.065
H -14.05384 -31.39065 -6.20354 0.365 -0.260 0.113 0.118

No. 5
58
Properties=species:S:1:pos:R:3:forces:R:3:nbo_charge:R:1 method="wB97M-V/def2-TZVPD" orbital_gap_ev=8.94 max_force_ev_per_a=0.936 homo_ev=-8.465 relative_energy_ev=2.001
C 6.31649 2.14419 0.66252 -0.137 -0.107 -0.304 -0.638
H 6.49942 1.28847 1.30851 0.038 -0.061 0.117 0.202
H 5.48426 2.71500 1.06710 -0.052 0.057 0.107 0.202
H 7.19936 2.77764 0.67529 0.101 0.079 0.067 0.216
C 6.03275 1.69389 -0.77610 0.106 0.044 0.077 -0.201
N 4.91831 0.79006 -0.96647 -0.167 0.051 -0.027 -0.455
C 3.61921 1.38430 -0.72092 -0.083 0.012 -0.099 -0.223
H 3.54377 1.87567 0.26310 -0.035 0.006 -0.045 0.167
C 2.52587 0.32510 -0.81752 -0.155 0.263 -0.294 -0.218
N 2.70433 -0.66591 0.22636 0.364 0.136 0.057 -0.445
C 1.79015 -1.58938 0.60634 -0.256 0.123 -0.260 0.707
O 2.04433 -2.40708 1.47292 -0.097 -0.294 0.248 -0.643
C 0.42008 -1.53838 -0.05971 0.087 -0.306 0.396 -0.317
C -0.51238 -0.68388 0.80798 -0.067 0.171 -0.310 -0.377
C -1.92663 -0.67103 0.23623 0.042 -0.204 0.364 -0.407
C -2.48294 -2.08998 0.12983 -0.197 0.180 -0.472 -0.222
C -1.55681 -2.94148 -0.73780 -0.009 -0.031 0.366 -0.399
C -0.14265 -2.95699 -0.16855 0.006 0.092 -0.244 -0.377
H 0.50904 -3.55797 -0.80609 0.030 -0.064 0.062 0.210
H -0.13976 -3.40865 0.82420 0.046 -0.029 -0.007 0.222
H -1.93734 -3.96301 -0.79604 -0.033 -0.044 -0.088 0.210
H -1.54076 -2.53385 -1.75157 -0.058 0.010 -0.128 0.193
C -3.90420 -2.08470 -0.44661 0.633 -0.156 -0.136 -0.221
N -4.82599 -1.36578 0.40303 -0.743 0.525 -0.220 -0.884
S -5.83679 -0.22324 -0.26803 0.247 -0.294 0.333 2.309
O -5.95612 -0.42945 -1.68377 0.300 0.138 0.127 -0.938
O -7.01799 -0.19378 0.54378 0.187 0.049 0.223 -0.938
C -4.88613 1.26266 0.01679 -0.333 -0.339 -0.264 -0.246
C -4.17920 1.83387 -1.02142 -0.057 -0.046 -0.165 -0.222
C -3.39883 2.95168 -0.77282 0.023 0.016 0.041 -0.211
C -3.33779 3.47882 0.50747 0.060 0.037 -0.067 -0.193
C -4.05883 2.90001 1.54106 -0.069 -0.114 0.030 -0.208
C -4.83859 1.78214 1.29521 -0.040 0.085 0.163 -0.213
H -5.41987 1.30946 2.07052 -0.039 0.005 0.184 0.238
H -4.01264 3.31989 2.53447 -0.014 0.022 0.081 0.221
H -2.72948 4.34999 0.70082 0.047 0.071 0.014 0.217
H -2.84170 3.41180 -1.57505 0.033 0.027 -0.073 0.219
H -4.26107 1.40033 -2.00551 0.043 0.001 -0.152 0.243
H -5.27894 -1.90463 1.12097 -0.283 0.040 0.137 0.414
H -4.24040 -3.11544 -0.60857 -0.042 0.115 -0.047 0.196
H -3.91810 -1.57405 -1.41192 0.157 -0.206 -0.087 0.219
H -2.52268 -2.52355 1.13462 0.022 -0.047 0.068 0.195
H -2.57786 -0.06962 0.87265 -0.005 0.074 -0.049 0.221
H -1.91604 -0.21328 -0.75634 -0.042 0.054 -0.107 0.193
H -0.52606 -1.10367 1.81564 0.054 0.004 0.074 0.213
H -0.13334 0.33877 0.87849 0.030 0.026 0.082 0.203
H 0.48946 -1.10883 -1.06142 -0.008 0.053 -0.013 0.205
C 4.04985 -0.75782 0.76670 0.317 -0.192 0.128 -0.240
C 5.05785 -0.52596 -0.35502 -0.142 -0.194 -0.015 -0.230
H 6.07109 -0.65700 0.02787 -0.001 -0.009 0.000 0.206
H 4.89470 -1.28492 -1.13193 0.090 -0.086 0.181 0.192
H 4.16217 -1.75473 1.19792 0.028 0.176 -0.028 0.251
H 4.18678 -0.02174 1.56737 0.059 -0.085 0.003 0.188
H 2.57670 -0.14434 -1.80887 -0.063 0.105 0.016 0.194
H 1.55527 0.81478 -0.70803 0.055 -0.036 -0.076 0.209
H 3.44781 2.14691 -1.48773 -0.095 -0.010 0.110 0.207
H 6.91960 1.19434 -1.17613 0.008 0.120 -0.041 0.194
H 5.83926 2.57435 -1.39584 0.111 -0.015 -0.038 0.192